1.
{
  "formula": "C43H41CsN7OP2SSe2",
  "method": "wB97M-V/def2-TZVPD",
  "lumo_energy_ev": 2.12,
  "multiplicity": 1,
  "relative_energy_ev": 0.816,
  "total_charge": -1,
  "species": ["Cs", "N", "C", "S", "N", "N", "C", "C", "C", "C", "C", "C", "C", "C", "C", "C", "C", "C", "N", "H", "H", "H", "H", "H", "H", "H", "H", "H", "H", "H", "Se", "P", "C", "C", "C", "C", "C", "C", "C", "C", "C", "C", "C", "C", "C", "C", "N", "N", "N", "P", "Se", "C", "C", "C", "C", "C", "C", "C", "C", "C", "C", "C", "C", "H", "H", "H", "H", "H", "H", "H", "H", "H", "H", "H", "H", "H", "H", "H", "H", "H", "H", "H", "H", "C", "C", "O", "C", "C", "H", "H", "H", "H", "H", "H", "H", "H", "H", "H"],
  "positions_angstrom": [[-1.129, 1.643, -0.372], [-2.195, 3.868, 3.396], [-2.405, 3.900, 2.034], [-1.238, 4.689, 1.068], [-3.537, 3.327, 1.675], [-3.678, 3.044, 0.367], [-4.871, 3.027, -0.103], [-6.046, 3.506, 0.686], [-6.580, 4.767, 0.451], [-7.676, 5.214, 1.175], [-8.250, 4.399, 2.140], [-7.719, 3.140, 2.382], [-6.622, 2.697, 1.659], [-5.079, 2.488, -1.460], [-6.362, 2.413, -2.005], [-6.540, 1.842, -3.249], [-5.436, 1.351, -3.928], [-4.198, 1.474, -3.314], [-4.009, 2.028, -2.125], [-1.585, 4.583, 3.754], [-3.005, 3.638, 3.949], [-6.122, 5.401, -0.298], [-8.080, 6.201, 0.988], [-9.105, 4.747, 2.706], [-8.156, 2.503, 3.141], [-6.192, 1.724, 1.856], [-7.206, 2.791, -1.442], [-7.531, 1.772, -3.680], [-5.523, 0.881, -4.897], [-3.309, 1.098, -3.810], [0.877, -6.088, 0.427], [1.565, -4.357, 1.417], [1.437, -4.464, 3.233], [1.006, -3.402, 4.022], [1.019, -3.525, 5.406], [1.458, -4.698, 5.999], [1.882, -5.759, 5.211], [1.869, -5.643, 3.831], [3.352, -4.099, 1.237], [3.899, -3.033, 1.952], [5.263, -2.802, 1.892], [6.073, -3.638, 1.132], [5.527, -4.714, 0.450], [4.161, -4.950, 0.507], [0.733, -2.852, 0.930], [0.948, -1.776, 0.051], [-0.188, -1.055, 0.072], [-1.035, -1.629, 0.904], [-0.514, -2.720, 1.417], [2.205, -1.086, -1.026], [1.577, 0.507, -2.266], [2.920, -2.439, -1.989], [3.966, -2.165, -2.876], [4.489, -3.172, -3.665], [3.952, -4.455, -3.607], [2.886, -4.717, -2.767], [2.369, -3.712, -1.959], [3.441, -0.356, 0.108], [2.991, 0.090, 1.351], [3.842, 0.782, 2.197], [5.153, 1.037, 1.815], [5.599, 0.604, 0.575], [4.745, -0.082, -0.275], [0.641, -2.499, 3.560], [0.675, -2.703, 6.020], [1.462, -4.790, 7.078], [2.216, -6.678, 5.673], [2.180, -6.470, 3.205], [3.260, -2.409, 2.570], [5.690, -1.967, 2.429], [7.137, -3.448, 1.080], [6.164, -5.368, -0.131], [3.699, -5.773, -0.024], [4.331, -1.150, -2.976], [5.300, -2.953, -4.345], [4.357, -5.239, -4.232], [2.440, -5.701, -2.722], [1.514, -3.937, -1.340], [1.969, -0.097, 1.655], [3.477, 1.130, 3.155], [5.817, 1.578, 2.476], [6.615, 0.806, 0.263], [5.112, -0.400, -1.242], [-0.885, 1.921, -4.983], [-1.118, 3.217, -4.237], [-0.072, 3.384, -3.304], [-0.179, 4.591, -2.567], [1.049, 4.735, -1.698], [-1.666, 1.774, -5.730], [-0.878, 1.074, -4.298], [0.082, 1.940, -5.483], [-2.087, 3.208, -3.718], [-1.127, 4.064, -4.941], [-1.091, 4.590, -1.956], [-0.239, 5.439, -3.267], [1.105, 3.967, -0.928], [1.019, 5.698, -1.187], [1.952, 4.677, -2.305]],
  "mulliken_charge": [0.964, -0.460, 0.087, -0.448, -0.886, 0.884, -0.395, -0.495, 0.120, -0.680, -0.304, -0.732, 0.145, 0.371, -0.671, -0.499, -0.913, -0.257, -0.025, 0.226, 0.215, 0.444, 0.378, 0.381, 0.377, 0.449, 0.370, 0.412, 0.400, 0.450, -0.360, 0.358, 0.665, -0.188, -0.763, -0.429, -0.671, -0.558, 0.983, -0.595, -0.566, -0.593, -0.598, -0.537, 1.264, -0.975, 0.547, -1.072, -0.403, 0.413, -0.505, 0.639, -0.594, -0.887, -0.491, -0.899, -0.422, 0.824, -0.555, -0.613, -0.667, -0.754, -0.212, 0.337, 0.399, 0.368, 0.371, 0.325, 0.369, 0.410, 0.407, 0.411, 0.294, 0.495, 0.414, 0.398, 0.458, 0.829, 0.498, 0.451, 0.389, 0.435, 0.147, -1.207, 0.047, -0.269, -0.207, -0.957, 0.431, 0.168, 0.342, 0.157, 0.291, 0.224, 0.288, 0.107, 0.354, 0.333]
}

---

2.
{
  "formula": "C43H41HfN4O3PSb",
  "method": "wB97M-V/def2-TZVPD",
  "lumo_energy_ev": -3.25,
  "multiplicity": 1,
  "total_charge": 1,
  "species": ["Hf", "O", "C", "N", "C", "C", "C", "C", "C", "C", "N", "C", "O", "C", "C", "C", "C", "C", "N", "C", "C", "C", "C", "C", "N", "H", "H", "H", "H", "H", "H", "H", "H", "H", "H", "H", "H", "O", "C", "C", "C", "C", "C", "C", "C", "P", "C", "C", "C", "C", "C", "C", "C", "C", "C", "C", "C", "C", "H", "H", "H", "H", "H", "H", "H", "H", "H", "H", "H", "H", "H", "H", "C", "C", "Sb", "C", "C", "C", "C", "H", "H", "H", "H", "H", "H", "H", "H", "H", "H", "H", "H", "H", "H", "H"],
  "positions_angstrom": [[0.685, -0.312, 1.327], [1.214, 3.068, 3.889], [1.284, 2.016, 3.272], [0.342, 1.431, 2.496], [-1.002, 1.891, 2.440], [-1.413, 3.172, 2.771], [-2.768, 3.471, 2.744], [-3.707, 2.507, 2.415], [-3.306, 1.218, 2.082], [-1.951, 0.919, 2.064], [-1.422, -0.362, 1.778], [-2.026, -1.471, 2.248], [-3.183, -1.610, 2.610], [-1.066, -2.639, 2.462], [-1.552, -3.835, 2.970], [-0.652, -4.832, 3.303], [0.702, -4.607, 3.109], [1.106, -3.387, 2.584], [0.246, -2.418, 2.277], [2.549, 1.178, 3.379], [3.647, 1.658, 4.079], [4.777, 0.863, 4.161], [4.780, -0.371, 3.529], [3.641, -0.770, 2.838], [2.539, -0.019, 2.786], [-0.690, 3.916, 3.055], [-3.089, 4.467, 3.001], [-4.755, 2.750, 2.427], [-4.025, 0.453, 1.833], [-2.616, -3.934, 3.113], [-0.996, -5.766, 3.713], [1.439, -5.350, 3.352], [2.154, -3.187, 2.395], [3.581, 2.634, 4.538], [5.647, 1.201, 4.703], [5.643, -1.017, 3.553], [3.623, -1.702, 2.286], [2.321, -1.084, 0.073], [2.287, 0.173, -0.132], [2.636, 0.727, -1.453], [3.814, 0.592, -2.167], [3.938, 1.260, -3.374], [2.902, 2.050, -3.857], [1.713, 2.163, -3.154], [1.565, 1.483, -1.947], [0.070, 1.507, -0.889], [0.012, 3.256, -0.405], [-1.032, 4.099, -0.765], [-1.038, 5.418, -0.340], [-0.004, 5.901, 0.438], [1.053, 5.068, 0.786], [1.062, 3.752, 0.364], [-1.325, 1.222, -2.008], [-2.600, 1.438, -1.493], [-3.718, 1.182, -2.263], [-3.582, 0.698, -3.554], [-2.318, 0.469, -4.070], [-1.194, 0.724, -3.301], [4.624, 0.001, -1.777], [4.853, 1.182, -3.942], [3.026, 2.586, -4.784], [0.916, 2.785, -3.538], [-1.850, 3.735, -1.370], [-1.856, 6.063, -0.618], [-0.014, 6.927, 0.771], [1.863, 5.438, 1.390], [1.896, 3.111, 0.634], [-2.727, 1.825, -0.495], [-4.697, 1.369, -1.850], [-4.455, 0.502, -4.154], [-2.200, 0.089, -5.072], [-0.214, 0.517, -3.722], [-3.273, -2.647, -1.008], [-2.250, -2.490, -2.109], [-0.293, -2.283, -1.305], [0.957, -2.524, -3.024], [0.991, -1.429, -4.061], [0.011, -4.275, -0.577], [-0.433, -5.392, -1.503], [-4.278, -2.758, -1.408], [-3.277, -1.780, -0.349], [-3.074, -3.523, -0.395], [-2.460, -1.612, -2.709], [-2.241, -3.348, -2.778], [0.626, -3.460, -3.478], [1.958, -2.706, -2.624], [0.009, -1.256, -4.495], [1.661, -1.694, -4.876], [1.346, -0.487, -3.643], [-0.510, -4.361, 0.376], [1.080, -4.352, -0.353], [-1.498, -5.335, -1.709], [-0.247, -6.370, -1.063], [0.087, -5.371, -2.456]],
  "mulliken_charge": [0.550, -0.719, 0.785, 0.236, 0.961, -0.761, -0.978, -0.825, -0.558, -0.586, 1.308, -0.121, -0.731, 0.722, -0.670, -0.564, -0.883, -0.021, 0.004, 0.108, -0.812, -0.445, -1.033, 0.023, -0.308, 0.599, 0.453, 0.437, 0.524, 0.563, 0.501, 0.486, 0.197, 0.549, 0.463, 0.452, 0.423, -0.557, -0.042, 0.806, -0.213, -0.814, -0.825, 0.059, -0.197, 2.519, 0.470, -0.576, -0.789, -0.702, -0.723, -0.444, 0.234, -0.974, -0.972, -0.898, -1.080, -0.356, 0.575, 0.460, 0.476, 0.506, 0.497, 0.465, 0.412, 0.443, 0.297, 0.445, 0.491, 0.396, 0.479, 0.503, -1.223, -0.211, -0.006, -0.793, -0.742, -0.185, -1.375, 0.490, 0.177, 0.259, -0.059, 0.684, 0.529, 0.477, 0.301, 0.526, -0.041, -0.082, 0.511, 0.273, 0.469, 0.323]
}

---

| no. | HOMO level (eV) | frontier orbital gap (eV) |
| --- | --- | --- |
| 1 | -4.713 | 6.83 |
| 2 | -10.183 | 6.94 |